Record 1
Formula: C2H14O5
Source: the Open Molecules 2025 dataset
Level of theory: ωB97M-V/def2-TZVPD

```
21
Properties=species:S:1:pos:R:3:mulliken_charge:R:1
C 0.8627 -1.3257 1.9421 -0.332
O 1.9754 -0.6686 1.3822 -0.583
C -0.2729 -1.6115 1.0025 -0.756
H 1.2563 -2.1880 2.4637 0.335
H 0.4731 -0.6861 2.7350 0.265
H 2.6048 -1.2789 0.9856 0.339
H -0.2589 -2.4900 0.3630 0.328
H -1.2836 -1.4887 1.3599 0.382
H -0.2561 -0.8043 0.2624 0.029
H 2.0699 -0.2275 -0.8143 0.336
H 2.9226 0.4584 -1.9188 0.354
O 2.1006 -0.0201 -1.7595 -0.700
H -1.5276 3.2201 0.1563 0.359
H -1.1123 2.1001 -0.9002 0.400
O -1.4585 2.2626 0.0004 -0.449
H -0.0873 1.5490 -3.3904 0.341
H 0.9094 0.9182 -2.2138 0.460
O 0.3285 1.6671 -2.5322 -0.654
H -3.2078 -0.4619 -0.1916 0.407
H -2.6172 0.7490 0.7171 0.428
O -3.4212 0.3267 0.3505 -0.288
```

- orbital gap (spin up / spin down) (eV) = 10.7 / 3.2
- net charge = +1
- highest occupied orbital energy (spin up / spin down) (eV) = -14.19 / -14.16
- multiplicity = 2
- energy above the lowest of the compared OMol25 structures with the same formula, charge and spin (kcal per mole) = 43.4
- E_LUMO (spin up / spin down) (eV) = -3.47 / -11.00

=====

Record 2
Formula: C29H33Br2InN3Si
Source: the Open Molecules 2025 dataset
Level of theory: ωB97M-V/def2-TZVPD

```
69
Properties=species:S:1:pos:R:3:mulliken_charge:R:1
In -0.5152 -0.1023 -0.0464 1.053
C 0.3940 1.5699 2.6503 -1.030
N 0.1803 0.1689 2.2594 0.664
C 1.4488 -0.5829 2.3305 -0.901
C -0.8809 -0.4905 2.9946 0.878
C -1.2451 -0.0912 4.2678 -0.521
C -2.3599 -0.6428 4.8838 -0.913
C -3.1229 -1.5635 4.1887 -0.956
C -2.7583 -1.9715 2.9137 -0.614
C -1.5990 -1.4845 2.3044 -0.928
N -1.1556 -1.7827 1.0060 0.458
C -1.5544 -2.9436 0.3284 0.152
C -2.0743 -4.0897 0.9378 -0.996
C -2.4872 -5.1769 0.1838 -0.855
C -2.3830 -5.1650 -1.1961 -0.884
C -1.7693 -4.0838 -1.8094 -0.561
C -1.3314 -3.0063 -1.0579 0.712
N -0.4977 -1.9693 -1.6329 0.666
C 0.9083 -2.4338 -1.5469 -0.959
C -0.8296 -1.6351 -3.0239 -0.989
H 0.8990 1.6469 3.6170 0.441
H 1.0125 2.0601 1.9011 0.034
H -0.5635 2.0846 2.7009 0.377
H 1.8975 -0.4819 3.3224 0.411
H 1.2581 -1.6348 2.1280 0.357
H 2.1533 -0.1922 1.5908 0.150
H -0.6712 0.6662 4.7828 0.411
H -2.6369 -0.3350 5.8821 0.424
H -4.0244 -1.9659 4.6314 0.421
H -3.4067 -2.6465 2.3779 0.748
H -2.1394 -4.1487 2.0124 0.746
H -2.8958 -6.0411 0.6904 0.394
H -2.7326 -6.0002 -1.7863 0.422
H -1.6101 -4.0992 -2.8790 0.323
H 1.0215 -3.3808 -2.0817 0.465
H 1.5683 -1.6936 -1.9902 0.278
H 1.1763 -2.5962 -0.5014 0.260
H -0.5555 -2.4388 -3.7127 0.391
H -1.8983 -1.4443 -3.1085 0.421
H -0.2787 -0.7450 -3.3199 0.041
Br -2.3955 3.4996 0.1022 -0.044
C -3.9673 2.5323 0.6192 -0.578
Br -3.5287 0.7704 1.2586 0.048
H -4.6183 2.4368 -0.2397 0.392
H -4.4442 3.0632 1.4328 0.375
C 4.4505 -0.2269 -3.4713 -0.417
C 3.3684 0.1168 -4.2667 -0.791
C 2.2286 0.6613 -3.6891 -0.071
C 2.1464 0.8588 -2.3091 0.451
C 3.2553 0.5183 -1.5274 0.278
C 4.3972 -0.0184 -2.0987 -0.864
Si 0.6206 1.6364 -1.5769 -0.398
C 1.0444 3.2850 -0.8225 0.923
C 2.0468 3.4458 0.1386 -0.382
C 2.4021 4.7024 0.6010 -0.604
C 1.7674 5.8312 0.0989 -0.574
C 0.7926 5.6988 -0.8770 -0.504
C 0.4406 4.4364 -1.3370 -0.645
H 5.3399 -0.6491 -3.9200 0.409
H 3.4132 -0.0299 -5.3377 0.418
H 1.3971 0.9398 -4.3271 0.417
H 3.2325 0.6600 -0.4515 -0.091
H 5.2442 -0.2770 -1.4769 0.439
H -0.3811 1.8419 -2.6462 -0.145
H 2.5730 2.5835 0.5339 0.202
H 3.1799 4.8041 1.3463 0.424
H 2.0456 6.8129 0.4587 0.407
H 0.3117 6.5761 -1.2888 0.429
H -0.3037 4.3524 -2.1202 0.506
```

- orbital gap (eV) = 7.1
- net charge = +1
- highest occupied orbital energy (eV) = -10.03
- E_LUMO (eV) = -2.98

=====

Record 3
Formula: C5H13N2
Source: the Open Molecules 2025 dataset
Level of theory: ωB97M-V/def2-TZVPD

```
20
Properties=species:S:1:pos:R:3:mulliken_charge:R:1
C 0.7644 -2.3407 -0.9045 -1.088
C 0.3458 -1.9386 0.5297 -0.612
C 0.6703 -0.4440 0.8408 -0.955
C -0.2615 0.5359 0.2314 1.044
C 0.2465 1.8383 0.0303 -0.741
N -0.5886 3.0143 -0.1989 -0.217
N -1.5307 0.2401 0.0565 -0.237
H 1.2429 -3.3043 -0.7980 0.354
H 1.4822 -1.6845 -1.3861 0.344
H -0.0970 -2.5820 -1.5298 0.295
H -0.7109 -2.1568 0.7028 0.454
H 0.8879 -2.5506 1.2479 0.350
H 1.6298 -0.2907 0.3663 0.438
H 0.8367 -0.3328 1.9064 0.394
H 1.3046 2.0240 0.1072 0.462
H -0.1425 3.6581 -0.8697 0.418
H -1.5222 2.7702 -0.5454 0.364
H -0.6958 3.6047 0.6447 0.401
H -2.0072 0.6261 -0.7580 0.279
H -1.8548 -0.6869 0.3263 0.252
```

- orbital gap (spin up / spin down) (eV) = 10.2 / 6.5
- net charge = +2
- highest occupied orbital energy (spin up / spin down) (eV) = -18.86 / -18.86
- multiplicity = 2
- energy above the lowest of the compared OMol25 structures with the same formula, charge and spin (kcal per mole) = 52.2
- E_LUMO (spin up / spin down) (eV) = -8.65 / -12.34

=====

Record 4
Formula: C51H41Cl2NO6P2SSiV
Source: the Open Molecules 2025 dataset
Level of theory: ωB97M-V/def2-TZVPD

```
106
Properties=species:S:1:pos:R:3:mulliken_charge:R:1
V -0.0864 0.1441 -0.2004 0.374
C 3.3903 -1.1935 1.4519 -1.394
Si 2.2275 0.1903 0.8056 1.750
C 2.0022 1.3752 2.3260 0.578
C 2.9344 2.2773 2.8397 -0.507
C 2.6603 3.0779 3.9402 -0.881
C 1.4304 2.9869 4.5754 -0.898
C 0.4823 2.0933 4.0977 -0.371
C 0.7582 1.3089 2.9835 -0.492
P -0.3967 0.0648 2.2897 1.657
C 0.2212 -1.4546 3.1190 -0.196
C 0.8769 -1.4365 4.3463 -0.598
C 1.3469 -2.6124 4.9136 -0.628
C 1.1720 -3.8216 4.2545 -0.702
C 0.5258 -3.8455 3.0269 -0.625
C 0.0556 -2.6710 2.4577 0.537
C -1.9897 0.3051 3.1849 0.336
C -2.6271 1.5476 3.1450 -0.342
C -3.8987 1.7009 3.6740 -0.870
C -4.5652 0.6180 4.2335 -0.626
C -3.9460 -0.6218 4.2655 -0.514
C -2.6671 -0.7761 3.7488 -0.782
C 3.3561 1.0597 -0.4947 0.104
C 4.6027 1.6305 -0.2297 -0.513
C 5.3673 2.2237 -1.2227 -1.013
C 4.9054 2.2427 -2.5313 -0.744
C 3.6917 1.6460 -2.8341 -0.493
C 2.9275 1.0571 -1.8321 -0.255
P 1.3853 0.1241 -2.1756 1.866
C 2.0367 -1.5070 -2.7036 0.602
C 1.1522 -2.5798 -2.6091 -0.426
C 1.5611 -3.8553 -2.9701 -0.687
C 2.8582 -4.0795 -3.4085 -0.590
C 3.7487 -3.0163 -3.4859 -0.603
C 3.3382 -1.7387 -3.1351 -0.788
C 0.7886 0.8306 -3.7575 0.315
C 0.6402 2.2112 -3.8776 -0.186
C 0.0654 2.7579 -5.0135 -0.822
C -0.3777 1.9352 -6.0399 -0.541
C -0.2545 0.5597 -5.9162 -0.675
C 0.3206 0.0099 -4.7799 -0.665
H 4.4208 -0.8433 1.5682 0.362
H 3.3967 -2.0185 0.7358 0.277
H 3.0582 -1.5945 2.4116 0.298
H 3.9018 2.3770 2.3622 0.111
H 3.4073 3.7779 4.3000 0.376
H 1.2054 3.6099 5.4338 0.368
H -0.4810 2.0144 4.5868 0.447
H 1.0370 -0.4973 4.8613 0.378
H 1.8602 -2.5781 5.8677 0.357
H 1.5492 -4.7403 4.6888 0.328
H 0.4022 -4.7811 2.4929 0.474
H -0.4153 -2.6774 1.4804 0.067
H -2.1495 2.3800 2.6472 0.545
H -4.3779 2.6709 3.6154 0.381
H -5.5690 0.7373 4.6247 0.362
H -4.4591 -1.4796 4.6831 0.371
H -2.2062 -1.7557 3.7774 0.312
H 4.9995 1.6082 0.7795 0.328
H 6.3240 2.6731 -0.9774 0.368
H 5.4917 2.7102 -3.3142 0.383
H 3.3357 1.6386 -3.8579 0.468
H 0.1442 -2.4279 -2.2376 0.588
H 0.8584 -4.6760 -2.8886 0.476
H 3.1798 -5.0794 -3.6762 0.348
H 4.7689 -3.1793 -3.8140 0.382
H 4.0465 -0.9207 -3.1885 0.286
H 0.9271 2.8521 -3.0539 0.538
H -0.0650 3.8311 -5.0759 0.382
H -0.8393 2.3635 -6.9223 0.348
H -0.6219 -0.0958 -6.6973 0.392
H 0.3870 -1.0666 -4.6901 0.338
O -1.7155 3.5549 -1.5690 -0.848
S -1.2361 2.3693 -0.8967 0.703
O -1.7415 2.1818 0.4797 -0.156
O 0.2745 2.3165 -0.7966 -0.621
O -1.5729 1.0860 -1.6245 -0.576
Cl -2.6309 -5.4134 -0.7959 -0.243
C -3.5448 -4.8012 0.5548 0.816
C -3.2297 -5.2862 1.8081 -0.544
C -3.9470 -4.8678 2.9177 -0.564
C -4.9975 -3.9922 2.7254 -0.563
C -5.3140 -3.5144 1.4608 0.867
Cl -6.7213 -2.4882 1.3762 -0.260
C -4.5703 -3.8604 0.3150 -0.755
N -4.7907 -3.4293 -0.9773 -0.160
C -5.3224 -2.1323 -1.3035 -0.503
C -6.5037 -2.0596 -2.0279 -0.756
C -7.0186 -0.8265 -2.3907 -0.487
C -6.3345 0.3304 -2.0386 -0.803
C -5.1424 0.2484 -1.3365 -0.564
C -4.6160 -0.9843 -0.9579 0.606
C -3.3189 -1.0543 -0.2184 1.747
C -2.1738 -1.7825 -0.9443 -0.236
O -2.3395 -2.3376 -2.0312 -0.918
O -1.0721 -1.7440 -0.2928 0.114
H -2.4099 -5.9858 1.8979 0.391
H -3.6923 -5.2199 3.9072 0.358
H -5.6038 -3.6585 3.5562 0.402
H -3.9631 -3.5831 -1.5505 0.329
H -7.0095 -2.9837 -2.2777 0.420
H -7.9437 -0.7698 -2.9529 0.356
H -6.7166 1.3013 -2.3298 0.434
H -4.5767 1.1418 -1.0984 0.542
H -3.4425 -1.5102 0.7715 -0.412
H -2.9573 -0.0400 -0.0335 -0.249
```

- orbital gap (spin up / spin down) (eV) = 5.3 / 6.0
- net charge = -2
- highest occupied orbital energy (spin up / spin down) (eV) = -1.21 / -1.93
- multiplicity = 4
- energy above the lowest of the compared OMol25 structures with the same formula, charge and spin (kcal per mole) = 0.0
- E_LUMO (spin up / spin down) (eV) = 4.10 / 4.10